The molecule C2H6N4 in a non-equilibrium geometry. Source: OMol25; level of theory: ωB97M-V/def2-TZVPD.

```
12
Properties=species:S:1:pos:R:3:lowdin_charge:R:1
C 0.1291 0.1872 -0.0560 -0.4242
N -1.1122 0.1127 -0.7108 0.1027
N 0.5634 -2.0807 0.3420 0.0324
C 0.9594 -0.8230 0.4890 -0.1177
N 0.6940 1.3850 0.1682 -0.1295
N 0.2956 2.5938 0.0318 0.0557
H -1.5875 -0.7760 -0.6365 0.0670
H -1.7634 0.8455 -0.4552 0.0706
H -0.6409 2.6147 -0.3865 0.0246
H 1.1887 -2.8269 0.5976 0.0819
H -0.3019 -2.3753 -0.1083 0.0853
H 1.5758 1.1428 0.7247 0.1512
```

For the HOMO energy (alpha / beta), the calculation gives -7.57 / -7.57 eV. As for the energy above the lowest of the compared OMol25 structures with the same formula, charge and spin: 374.86 kJ/mol. The molecular weight is 86.10 Da.